(1)
72
Properties=species:S:1:pos:R:3:forces:R:3 method="wB97M-V/def2-TZVPD" energy_ha=-6018.8893 orbital_gap_ev=8.97 smiles="Cc1ccc(C[C@@]2(C[C@H](C)Br)OS(=O)(=O)O[C@@]2(P(O)O)S(=O)(=O)C(F)(F)C(F)(F)C(F)(F)F)cc1.CC(C)=O.CC(C)=O" charge=0
Br 4.6271 -0.2834 -0.6919 0.065 -0.164 -0.233
S -0.3851 -1.7598 -2.7047 -0.282 -1.213 0.285
S 1.9678 -3.3682 -1.1584 0.626 -0.760 -0.205
P 1.4896 0.5648 -2.6176 -0.815 0.344 -0.521
F -3.0240 1.8425 -4.5078 0.609 -0.145 -0.162
F -2.7456 -0.9400 -3.2252 0.251 0.133 -0.039
F -2.1193 -0.5250 -5.5357 0.263 0.180 0.200
F -0.9620 2.5198 -4.1922 -0.359 -0.357 -0.225
F -1.5580 0.6290 -2.3359 0.181 -0.138 -0.143
F -1.6403 1.9900 -6.1876 -0.075 -0.076 0.615
F -0.0596 0.0651 -5.1554 -0.218 0.139 0.199
O -3.8177 3.4529 0.1382 0.037 -0.019 0.080
O 0.1271 -2.3739 -3.8867 0.175 0.629 -0.189
O -1.2096 -2.5430 -1.8361 -0.067 0.377 0.154
O 2.7760 0.0723 -3.4658 0.077 0.107 0.424
O 1.1223 -4.3245 -1.7713 -0.383 0.372 0.011
O 3.2674 -3.8133 -0.7961 0.052 0.522 0.176
O 2.1175 -2.0288 -2.0492 -0.181 -0.081 -0.128
O 1.8166 -3.5203 4.4513 -0.002 0.066 0.024
O 2.0306 1.5070 -1.4081 0.389 -0.128 0.037
O 1.2431 -2.6421 0.0325 -0.367 -0.141 -0.146
C -0.7471 3.8613 3.7511 0.467 -0.055 0.106
C 4.1754 -0.5182 2.0486 0.107 0.369 -0.286
C -3.2499 3.7881 -2.1454 0.043 0.064 0.314
C 1.2295 -5.8064 4.7425 0.038 0.129 0.142
C 1.1115 -1.0803 -1.7184 1.038 -0.116 -0.034
C -0.6866 2.6315 2.8889 -0.140 0.224 0.153
C -0.5090 0.3322 1.2909 0.059 -0.162 0.117
C 1.5474 -4.5767 3.9273 -0.022 -0.057 -0.038
C 3.5377 -0.9979 0.7439 -0.348 0.012 0.959
C 2.0709 -0.5488 0.7524 0.540 0.111 -0.440
C -1.3206 0.1910 -4.7129 -0.153 -0.202 -0.269
C 1.5125 -4.7204 2.4268 0.084 0.113 0.156
C -4.1185 3.9497 -0.9198 0.000 0.044 -0.066
C -0.5911 2.7338 1.5113 0.104 -0.097 -0.230
C -5.3802 4.7627 -1.0861 -0.014 -0.050 0.166
C 1.0141 -1.1972 -0.1624 -0.444 -0.161 0.524
C -0.5042 1.5990 0.7255 -0.072 -0.199 -0.140
C -0.6375 0.2338 2.6681 -0.001 -0.127 0.285
C -1.5334 -0.3647 -3.2558 -0.436 0.112 0.026
C -0.3901 -0.9185 0.4546 0.049 0.468 -0.316
C -1.7435 1.6782 -4.8839 -0.063 0.317 -0.418
C -0.7249 1.3640 3.4588 -0.005 0.227 -0.042
H 4.1977 0.5733 2.0652 -0.108 0.018 0.087
H -0.7679 4.7682 3.1501 -0.218 0.016 0.000
H -0.8231 1.2828 4.5336 0.002 -0.120 0.042
H -6.0225 4.3083 -1.8422 0.028 0.061 -0.070
H 1.2884 -5.5682 5.8016 0.001 0.004 0.003
H 2.0287 0.5347 0.7027 -0.104 0.020 -0.044
H 3.6146 -2.0805 0.7334 0.082 -0.007 -0.446
H 3.6064 -0.8714 2.9079 0.069 -0.133 0.049
H 1.7621 -3.7663 1.9793 0.020 0.016 -0.016
H 1.8032 2.4228 -1.6065 -0.099 0.036 0.132
H -2.3822 3.1838 -1.8936 0.002 -0.032 -0.015
H 0.1603 3.9185 4.3585 -0.026 0.008 0.058
H -0.4445 1.6896 -0.3503 -0.012 0.087 -0.086
H -0.6217 -1.7991 1.0488 -0.060 0.010 0.058
H 1.9397 -6.6017 4.5110 -0.063 -0.047 -0.065
H -0.5816 3.7019 1.0290 -0.066 0.110 0.072
H 2.2369 -5.4689 2.1009 -0.095 -0.088 -0.026
H -0.6699 -0.7400 3.1428 0.040 -0.064 -0.046
H -1.1437 -0.8576 -0.3192 -0.075 -0.163 -0.087
H -5.1338 5.7766 -1.4060 -0.021 -0.019 -0.094
H -5.9132 4.8037 -0.1397 0.000 -0.002 0.007
H 5.2122 -0.8438 2.1049 -0.047 -0.166 0.109
H 3.3815 0.8158 -3.5810 0.190 -0.135 -0.144
H 0.2249 -6.1614 4.5072 0.033 -0.071 -0.066
H 1.7260 -0.8272 1.7517 -0.084 0.021 -0.012
H -3.8153 3.3048 -2.9373 -0.045 0.088 -0.073
H -1.5860 3.8390 4.4437 -0.132 0.061 -0.085
H 0.5166 -5.0228 2.0973 0.042 -0.111 -0.031
H -2.9200 4.7681 -2.4962 -0.064 -0.011 -0.095

***

(2)
8
Properties=species:S:1:pos:R:3:forces:R:3 method="wB97M-V/def2-TZVPD" energy_ha=-547.9594 de_lowest_ev=6.870 orbital_gap_ev=7.89 charge=0
S -1.0037 -2.5611 0.4728 1.101 4.202 -0.153
N 0.4325 1.3049 0.1034 4.249 -1.309 -2.945
N -0.3101 -0.0065 -0.5933 4.849 -0.106 1.128
C -0.7729 -0.8187 0.4142 -4.302 -0.720 -0.130
H 1.1500 1.7025 -1.1256 -2.429 -1.361 4.613
H 0.4812 -0.4958 -1.0887 -1.183 0.547 0.162
H 1.5571 0.9187 0.9195 -3.937 0.825 -3.213
H -1.5341 -0.0440 0.8976 1.652 -2.079 0.537

***

(3)
94
Properties=species:S:1:pos:R:3:forces:R:3 method="wB97M-V/def2-TZVPD" energy_ha=-3154.9238 de_lowest_ev=0.227 orbital_gap_ev=7.15 charge=-1
Cd -0.5827 -0.8777 -0.4181 -0.005 -0.259 -0.444
S -4.0049 0.6395 -3.6056 -0.043 -0.038 -0.110
P -1.4307 1.8204 1.4485 -0.129 -0.049 0.253
Si 2.8084 0.6787 -0.6298 -0.055 0.019 0.018
O -4.0767 -1.4490 1.5889 0.027 -0.308 -1.162
N -3.7930 -0.1324 1.8157 0.167 0.400 -0.004
N -2.5701 -0.3689 -1.4216 -0.029 0.243 0.266
N 0.3103 -1.2631 1.6896 -0.031 0.057 0.028
N 1.4678 0.0448 0.2368 -0.111 0.031 -0.024
C 1.4600 -0.5782 1.4122 -0.036 0.040 0.070
C 0.2281 -2.6983 -4.4772 0.007 -0.001 0.016
C -3.5068 3.7475 -1.5273 0.008 -0.005 0.009
C -0.1821 -3.2723 -6.7978 -0.002 0.002 0.003
C 0.3268 -4.8441 -1.9712 -0.001 -0.002 0.000
C -0.9173 2.9020 -1.0355 -0.010 -0.016 -0.015
C -4.2764 2.0784 4.4913 -0.013 -0.037 -0.032
C 2.1425 -5.8797 -0.7720 -0.002 -0.007 -0.011
C 2.3051 -1.2564 3.5685 -0.013 -0.008 0.025
C -0.2533 -2.0406 -3.2379 -0.013 0.000 -0.020
C -4.2035 3.4097 4.8509 -0.022 0.018 0.034
C 2.2271 1.0501 -2.3792 -0.017 0.012 -0.012
C -0.5893 -2.6844 -5.6095 -0.007 -0.008 -0.002
C 1.4271 4.7215 2.3097 0.002 -0.013 -0.015
C -3.3912 4.2653 4.1219 0.009 0.025 -0.005
C 1.8665 -3.4870 -0.7389 0.024 -0.005 0.006
C -3.1611 0.0597 -2.3417 0.139 -0.101 0.316
C -3.5521 1.5779 3.4066 0.157 0.131 0.002
C 2.4979 -0.5887 2.3888 0.008 -0.005 -0.044
C -0.0011 -2.3598 -1.9616 0.035 -0.068 0.046
C -1.2372 3.4719 -2.2566 -0.005 0.011 0.019
C -0.0027 2.7835 2.0993 0.060 -0.022 -0.016
C -1.8861 2.7630 -0.0400 -0.034 -0.021 -0.031
C 0.7446 2.1561 3.0942 -0.006 -0.003 -0.006
C -2.6741 2.4225 2.7007 -0.066 0.025 0.141
C -2.5355 3.8986 -2.5036 0.010 0.013 0.008
C 3.4747 2.2613 0.1387 0.025 0.002 0.024
C 2.1609 4.0867 3.3026 0.000 -0.011 0.013
C 0.3551 4.0741 1.7122 0.053 -0.019 -0.048
C -3.1862 3.1819 -0.3003 0.002 0.009 -0.015
C 1.8996 -3.8748 -5.7753 -0.006 0.001 0.000
C -1.1925 -2.5969 3.0081 -0.001 0.014 0.028
C 1.1031 -1.9290 3.8251 0.029 -0.003 -0.010
C 1.8169 2.8008 3.6933 0.000 -0.004 0.000
C 4.2419 -0.5411 -0.7276 0.017 0.002 -0.014
C 1.0648 -3.8757 -6.8857 0.005 -0.003 0.001
C -2.6334 3.7669 3.0769 -0.051 -0.005 -0.035
C 0.1306 -1.9104 2.8429 0.004 0.006 -0.011
C -3.8021 0.1755 3.0424 -0.024 0.145 -0.061
C 0.7494 -3.5689 -1.5765 -0.017 0.000 0.006
C 1.4885 -3.2909 -4.5872 0.001 0.002 -0.004
C 1.0127 -5.9812 -1.5752 0.007 0.003 0.012
C 2.5629 -4.6233 -0.3553 -0.010 0.008 0.009
H 1.6944 5.7221 1.9918 0.000 -0.001 0.003
H 4.4526 -1.0099 0.2365 0.008 0.012 0.005
H 2.6675 2.9678 0.3439 -0.025 0.019 -0.007
H 0.9383 -2.4641 4.7497 0.004 0.003 0.004
H -1.9842 -1.8569 3.1426 0.042 -0.038 -0.016
H -4.0715 -0.5516 3.8081 0.025 -0.010 0.024
H -1.9729 4.4403 2.5458 -0.044 -0.014 0.020
H 1.1419 0.9600 -2.4646 -0.020 0.013 0.018
H 3.9853 2.0700 1.0864 -0.011 0.003 0.006
H -4.9256 1.4043 5.0383 -0.001 -0.002 0.004
H 1.3882 -4.3326 -7.8130 0.000 -0.001 -0.002
H 3.0907 -1.2560 4.3164 -0.001 -0.004 0.001
H 0.6651 -6.9555 -1.8994 0.000 -0.002 0.001
H -3.9587 3.0421 0.4458 0.002 0.011 0.011
H 3.4119 -0.0424 2.1981 0.006 -0.010 -0.003
H 2.6791 -6.7688 -0.4643 0.002 -0.001 -0.001
H 3.0038 4.5886 3.7616 -0.001 0.000 -0.003
H 2.1859 -2.5122 -0.3897 -0.001 0.000 -0.008
H 2.8819 -4.3283 -5.8359 0.002 0.000 -0.001
H 2.6547 0.3388 -3.0896 -0.007 0.002 -0.001
H -0.2039 4.5765 0.9318 0.003 -0.006 -0.012
H 4.1892 2.7444 -0.5345 0.007 0.000 0.012
H 3.4325 -4.5248 0.2844 0.001 -0.002 0.000
H 2.3905 2.2873 4.4553 0.003 0.005 0.002
H 5.1520 -0.0317 -1.0580 0.000 -0.010 -0.012
H -4.5289 4.0404 -1.7294 0.001 0.009 -0.007
H 2.1514 -3.2882 -3.7318 -0.001 0.001 0.000
H -1.5594 -2.2040 -5.5441 0.001 0.003 -0.002
H 0.0918 2.5464 -0.8542 0.024 -0.018 0.001
H 4.0250 -1.3378 -1.4426 -0.012 -0.006 0.008
H 0.4900 1.1462 3.3983 -0.005 -0.002 -0.005
H -0.5492 -4.9286 -2.6033 0.002 0.002 -0.003
H -0.4762 3.5594 -3.0223 -0.011 0.001 -0.003
H -1.1875 -3.2678 3.8664 -0.002 0.001 0.005
H -3.3301 5.3155 4.3785 0.003 0.001 0.003
H 2.5099 2.0561 -2.7005 0.007 -0.005 0.001
H -4.7814 3.7805 5.6880 -0.003 -0.006 0.000
H -3.9916 -1.4936 0.6075 -0.056 -0.109 0.736
H -2.7953 4.3183 -3.4669 -0.002 -0.022 0.004
H -0.8391 -3.2546 -7.6592 -0.001 0.000 -0.001
H -0.9113 -1.1957 -3.4395 0.009 0.001 0.005
H -1.4375 -3.1653 2.1102 0.016 -0.014 0.004

***

(4)
19
Properties=species:S:1:pos:R:3:forces:R:3 method="wB97M-V/def2-TZVPD" energy_ha=-439.4674 de_lowest_ev=1.593 orbital_gap_ev=10.56 smiles="CCCNC(=O)O.O" charge=0
O 1.1956 -0.4823 0.7017 1.935 0.065 -0.680
O 0.1179 -2.8204 1.5417 -0.802 -0.138 -0.461
O 0.3051 0.6205 2.3959 -0.688 0.873 -0.646
N 0.0424 1.4037 0.1968 -0.678 -0.092 1.528
C -1.0572 0.9626 -2.0652 0.789 0.317 2.072
C 0.2614 1.1921 -1.2003 -0.013 -1.453 -1.357
C -1.1887 -0.5036 -2.3942 -0.698 -0.770 -1.916
C 0.4820 0.5673 1.2031 0.290 0.061 0.017
H -1.9190 1.1534 -1.3910 0.289 0.880 -0.838
H -1.8755 -0.7112 -3.2305 -0.150 0.517 0.143
H -0.7248 2.0182 0.4467 0.394 -0.001 0.164
H 2.1621 -0.2608 0.6492 -1.321 -0.398 0.221
H -0.3831 -3.3844 0.9391 0.230 -0.378 0.195
H -0.8964 1.6273 -2.9202 -0.955 -0.314 -0.026
H -1.5576 -1.2086 -1.6521 0.301 0.470 0.681
H 0.7189 0.1872 -1.3200 0.429 1.079 0.325
H -0.3045 -1.9728 1.3467 0.497 0.063 0.404
H -0.2747 -0.8832 -2.8056 0.809 -0.358 0.043
H 0.9490 1.9661 -1.6131 -0.660 -0.422 0.130

***

(5)
25
Properties=species:S:1:pos:R:3:forces:R:3 method="wB97M-V/def2-TZVPD" energy_ha=-597.2076 orbital_gap_ev="7.42 / 7.05" spin_multiplicity=3 charge=+1
F 5.4025 0.4941 0.7931 -0.076 -0.016 -0.140
N 0.9049 -0.8003 -0.2788 -3.148 5.028 -0.212
N -0.2142 1.0821 -0.6766 1.433 -1.126 0.508
C 2.7155 -2.5893 -0.4054 0.235 -0.451 -0.148
C -3.1667 0.2791 1.0877 -0.016 0.137 -0.119
C 2.1842 1.3293 -0.7666 2.613 1.395 -0.404
C -1.1323 0.1262 -0.3545 -0.531 0.225 -0.127
C -2.5836 0.4384 -0.3190 -0.228 -0.205 0.237
C 1.7970 -1.7030 -0.3305 2.792 -2.286 0.160
C 4.0930 0.5479 0.5999 0.046 -0.553 0.395
C 3.5819 1.0900 -0.5049 -0.633 0.357 -0.351
C -0.4664 -1.0238 -0.0883 0.439 0.192 -0.294
C 1.0735 0.5854 -0.5824 -3.013 -2.552 0.742
H -3.1646 -0.7599 1.4059 0.005 -0.088 0.013
H -0.4325 2.0524 -0.8313 0.035 0.127 -0.061
H -4.1909 0.6386 1.0910 -0.117 -0.032 0.080
H -2.7233 1.4638 -0.6624 -0.064 -0.019 -0.092
H 3.5407 0.1263 1.4308 -0.082 0.043 -0.012
H -2.5976 0.8597 1.8086 0.024 0.066 0.109
H 3.2980 -2.9193 0.4449 0.165 -0.035 0.273
H -0.8352 -1.9893 0.1867 -0.028 -0.245 -0.005
H 2.9472 -3.0875 -1.3397 0.059 -0.163 -0.257
H 4.2728 1.5518 -1.1997 0.088 0.120 0.074
H -3.1157 -0.2243 -1.0049 0.035 0.131 -0.075
H 1.9853 2.3182 -1.1634 -0.033 -0.051 -0.293

***

(6)
7
Properties=species:S:1:pos:R:3:forces:R:3 method="wB97M-V/def2-TZVPD" energy_ha=-836.7858 de_lowest_ev=2.188 orbital_gap_ev=8.38 charge=0
S -1.4906 0.6985 1.0726 0.917 -2.438 -2.387
S 0.4216 -0.4600 -1.7596 0.040 1.496 -0.781
C 0.5120 -0.0670 -0.0964 -1.185 1.123 1.150
H 0.4189 -0.9627 0.4900 0.646 0.274 0.540
H 1.3058 0.6719 0.0334 -0.549 -0.209 0.834
H -1.1822 1.7511 1.7243 0.935 1.687 0.859
H 0.0145 -1.6318 -1.4642 -0.804 -1.933 -0.216